# 1
The following is a quantum chemistry calculation of C4H9N as an isolated structure, from the OMol25 dataset.

```
14
Properties=species:S:1:pos:R:3:mulliken_charge:R:1
N 0.45 -0.68 -0.78 -0.499
C -0.71 -0.07 -1.38 -0.404
C -1.78 0.35 -0.36 -0.273
C -1.21 0.44 1.02 -0.484
C 0.12 -0.92 0.54 -0.385
H 4.47 1.22 -0.13 -0.051
H -0.26 0.52 -2.17 0.328
H -1.32 -1.05 -1.84 0.156
H 5.04 1.34 0.35 0.050
H -2.74 0.21 -0.75 0.399
H -0.49 1.24 1.54 0.294
H -1.84 0.00 1.90 0.261
H 0.92 -0.90 1.38 0.324
H -0.64 -1.71 0.68 0.284
```

Calculated values
E: -212.277786 Ha
LUMO energy: -1.3 eV
E_HOMO: -7.070 eV
Energy above the lowest of the compared OMol25 structures with the same formula, charge and spin: 717.77 kJ/mol

=====

# 2
The following is a quantum chemistry calculation of a 2-piece molecular cluster, C5H10Cl2N overall, from the OMol25 dataset.

```
18
Properties=species:S:1:pos:R:3:mulliken_charge:R:1
C 0.87 -0.20 -0.94 -0.329
C 0.16 1.04 -0.51 -0.621
C 0.75 -1.10 0.34 -0.650
C -0.62 0.80 0.66 -0.504
C -2.75 0.11 -0.51 -0.003
N -0.32 -0.53 1.32 0.083
Cl -4.23 0.97 -0.05 -0.069
Cl -2.57 -1.53 0.06 -0.132
H 0.32 -0.70 -1.79 0.224
H 1.81 0.11 -1.32 0.352
H 0.80 1.80 -0.33 0.467
H -0.54 1.39 -1.24 0.322
H 0.30 -2.00 0.05 0.353
H 1.72 -1.26 0.77 0.402
H -0.79 1.52 1.45 0.361
H -2.34 0.41 -1.43 0.364
H -1.09 -1.09 1.12 0.035
H -0.21 -0.65 2.29 0.346
```

Calculated values
E: -1171.248951 Ha
LUMO energy (alpha / beta): -4.5 / -4.5 eV
E_HOMO (alpha / beta): -12.837 / -13.161 eV
Energy above the lowest of the compared OMol25 structures with the same formula, charge and spin: 291.15 kJ/mol
Total charge: +1

=====

# 3
The following is a quantum chemistry calculation of C6H8O2 as an isolated structure, from the OMol25 dataset.

```
16
Properties=species:S:1:pos:R:3:mulliken_charge:R:1
C 0.90 0.39 -1.18 -0.029
C 0.85 0.33 0.36 -0.496
C -0.45 0.80 1.01 -0.158
C -1.06 -0.54 1.40 -0.588
C -1.20 -0.55 -0.14 -0.224
C 0.24 -0.82 -0.47 -0.513
H 2.16 0.73 -2.45 0.330
H 0.34 1.22 -1.68 0.294
H 1.72 0.11 0.98 0.406
H -0.54 1.72 1.57 0.464
H -2.13 -0.39 1.73 0.288
H -0.56 -1.40 1.95 0.268
H -1.95 -1.06 -0.73 0.501
H 0.80 -1.73 -0.55 0.447
O 2.17 0.31 -1.65 -0.491
O -1.30 0.88 -0.14 -0.500
```

Calculated values
E: -383.772235 Ha
LUMO energy: 1.0 eV
E_HOMO: -9.088 eV
Energy above the lowest of the compared OMol25 structures with the same formula, charge and spin: 362.00 kJ/mol

=====

# 4
The following is a quantum chemistry calculation of a 2-piece molecular cluster, C4H12S2 overall, from the OMol25 dataset.

```
18
Properties=species:S:1:pos:R:3:mulliken_charge:R:1
C 0.89 -3.88 -2.10 -0.865
S -0.50 -3.28 -0.99 -0.052
C -1.86 -4.33 -1.58 -0.767
H 1.03 -4.96 -2.03 0.303
H 1.72 -3.33 -1.69 0.269
H 0.75 -3.71 -3.17 0.313
H -2.74 -3.72 -1.37 0.277
H -1.63 -4.54 -2.61 0.239
H -2.10 -5.29 -1.11 0.284
C 0.59 3.63 3.06 -0.901
S 0.42 2.87 1.42 -0.059
C 0.45 4.56 0.56 -0.737
H 1.42 4.33 3.13 0.305
H 0.45 2.81 3.77 0.298
H -0.25 4.28 3.31 0.325
H 0.19 4.60 -0.50 0.320
H -0.29 5.01 1.21 0.206
H 1.45 4.94 0.68 0.244
```

Calculated values
E: -955.923058 Ha
SMILES string: CSC.CSC
LUMO energy: 1.0 eV
E_HOMO: -8.464 eV
Energy above the lowest of the compared OMol25 structures with the same formula, charge and spin: 108.68 kJ/mol

=====

# 5
The following is a quantum chemistry calculation of a 6-piece molecular cluster, C16H49N4O7 overall, from the OMol25 dataset.

```
76
Properties=species:S:1:pos:R:3:mulliken_charge:R:1
N 0.09 0.04 -0.06 0.717
H 0.01 -0.10 0.97 0.294
H -0.19 1.00 -0.27 0.216
H -0.56 -0.64 -0.54 0.057
H 1.08 -0.17 -0.32 0.402
C -0.60 3.86 -0.22 0.045
C -2.02 4.39 -0.45 -0.611
O -2.07 5.25 -1.56 -0.535
O -0.35 2.75 -1.08 -0.624
H -0.51 3.60 0.84 0.096
H 0.09 4.69 -0.38 0.349
H -2.43 4.86 0.45 0.372
H -2.70 3.57 -0.65 0.127
H -1.72 6.12 -1.36 0.337
H -0.42 3.08 -1.98 0.245
C 0.29 -4.56 -0.83 -0.098
C 0.46 -5.97 -0.24 -0.782
O -0.80 -6.52 0.17 -0.509
O 0.07 -3.60 0.22 -0.382
H -0.60 -4.59 -1.45 0.268
H 1.19 -4.31 -1.38 0.210
H 1.06 -5.88 0.68 0.338
H 0.99 -6.71 -0.83 0.418
H -1.11 -6.02 0.93 0.318
H -0.23 -4.10 0.99 0.189
C -3.21 -1.65 0.04 -1.292
C -2.88 -1.65 -1.43 0.378
C -3.28 -0.41 -2.25 -0.326
O -4.63 -0.48 -2.61 -0.357
C -5.11 0.74 -3.13 -0.668
N -1.40 -1.83 -1.58 -0.896
H -4.25 -1.34 0.18 0.509
H -2.59 -0.90 0.55 0.078
H -3.12 -2.65 0.46 0.304
H -3.35 -2.51 -1.90 0.463
H -2.69 -0.47 -3.18 0.391
H -3.00 0.53 -1.76 -0.038
H -4.81 1.61 -2.53 0.229
H -6.18 0.60 -3.26 0.263
H -4.65 0.95 -4.11 0.313
H -1.24 -2.34 -2.45 0.418
H -1.11 -2.57 -0.92 -0.017
C 1.80 1.44 2.91 -0.869
C 0.91 0.33 3.49 0.177
C -0.53 0.79 3.64 -0.966
O -1.16 1.18 2.43 0.045
C -2.47 1.68 2.63 -0.852
N 1.04 -0.80 2.55 -0.624
H 2.83 1.13 2.68 0.029
H 2.02 2.19 3.67 0.523
H 1.38 1.94 2.04 -0.024
H 1.26 0.07 4.49 0.463
H -0.51 1.58 4.40 0.446
H -1.16 0.00 4.07 0.476
H -2.67 2.36 1.80 0.116
H -2.58 2.29 3.53 0.383
H -3.16 0.84 2.69 0.280
H 1.99 -1.15 2.47 0.234
H 0.52 -1.56 3.00 0.218
C 2.96 1.29 -2.65 -1.482
C 3.58 0.30 -1.67 0.450
C 4.21 0.97 -0.47 -0.669
O 4.97 0.03 0.28 -0.345
C 5.77 0.64 1.26 -0.765
N 2.59 -0.72 -1.24 -0.802
H 2.33 0.83 -3.41 0.432
H 3.67 1.81 -3.29 0.450
H 2.34 2.03 -2.13 0.143
H 4.42 -0.14 -2.22 0.311
H 3.52 1.47 0.21 0.189
H 4.89 1.73 -0.88 0.460
H 6.12 1.64 0.96 0.351
H 6.65 0.00 1.37 0.275
H 5.36 0.74 2.27 0.232
H 3.14 -1.30 -0.60 0.244
H 2.46 -1.32 -2.06 0.259
```

Calculated values
E: -1384.429958 Ha
LUMO energy: -2.0 eV
E_HOMO: -11.969 eV
Energy above the lowest of the compared OMol25 structures with the same formula, charge and spin: 79.24 kJ/mol
Total charge: +1

=====

Among the records above, which one has the lowest E?
C16H49N4O7

=====

Which formula does entry 5 have?
C16H49N4O7